89
Properties=species:S:1:pos:R:3 method="wB97M-V/def2-TZVPD" total_energy_ha=-7540.8704 de_lowest_kcal_mol=124.63 lumo_energy_ev="-1.67 / -1.53" mol_weight_g_mol=1289.624 homo_lumo_gap_ev="6.20 / 6.13" fmax_ha_per_bohr=0.057
Pt -0.09 0.00 -0.13
S 1.32 -1.19 -1.76
C 2.29 0.15 -1.40
N 1.80 1.01 -0.53
C 2.68 2.08 -0.31
C 2.47 3.13 0.57
C 3.47 4.09 0.67
C 4.64 4.02 -0.09
C 4.85 2.96 -0.96
C 3.86 1.99 -1.06
S 3.85 0.55 -2.05
H 1.60 3.21 1.19
H 3.34 4.93 1.35
H 5.39 4.78 0.01
H 5.75 2.89 -1.54
O 0.91 -1.15 1.64
S 1.45 -0.83 3.02
C 2.34 0.78 2.92
C 2.16 1.83 4.03
C 1.00 2.84 3.94
C 1.10 3.81 2.74
S -0.18 3.38 1.29
O -0.18 1.90 1.16
C -1.68 3.82 2.15
C -1.81 5.00 2.88
C -3.02 5.29 3.48
C -4.10 4.43 3.34
C -3.97 3.27 2.59
C -2.76 2.96 1.99
C 0.11 -0.46 4.13
C 0.41 -0.45 5.49
C -0.58 -0.18 6.42
C -1.88 0.04 5.99
C -2.18 -0.02 4.63
C -1.19 -0.28 3.70
H 2.18 1.19 1.93
H 3.38 0.46 2.93
H 3.07 2.43 4.06
H 2.12 1.32 4.99
H 1.07 3.47 4.83
H 0.03 2.34 4.00
H 2.11 3.80 2.34
H 0.89 4.84 3.05
H -0.99 5.70 2.97
H -3.13 6.21 4.05
H -5.05 4.67 3.81
H -4.82 2.60 2.47
H -2.66 2.06 1.40
H 1.42 -0.65 5.84
H -0.35 -0.16 7.47
H -2.67 0.25 6.70
H -3.20 0.14 4.29
H -1.42 -0.33 2.65
O -1.66 -0.05 0.73
F -5.83 -3.54 -0.76
C -5.47 -3.00 -1.94
C -4.14 -2.99 -2.33
C -3.85 -2.39 -3.55
F -2.59 -2.35 -3.98
C -4.83 -1.84 -4.35
F -4.52 -1.28 -5.52
C -6.15 -1.88 -3.93
F -7.10 -1.35 -4.69
C -6.47 -2.46 -2.72
F -7.74 -2.49 -2.31
Ge -2.67 -3.72 -1.25
S -1.31 -2.11 -0.88
C -1.69 -5.15 -2.19
C -0.58 -5.70 -1.57
F -0.19 -5.27 -0.37
C 0.16 -6.71 -2.17
F 1.23 -7.23 -1.56
C -0.21 -7.19 -3.41
F 0.49 -8.16 -3.99
C -1.32 -6.66 -4.04
F -1.69 -7.13 -5.24
C -2.05 -5.66 -3.43
F -3.13 -5.19 -4.07
C -3.32 -4.58 0.40
C -3.03 -4.17 1.69
F -2.26 -3.11 1.93
C -3.53 -4.85 2.79
F -3.24 -4.44 4.03
C -4.34 -5.96 2.61
F -4.82 -6.61 3.67
C -4.64 -6.39 1.33
F -5.42 -7.46 1.16
C -4.13 -5.70 0.25
F -4.44 -6.13 -0.98